(1)
ORCA calculation (the ωB97M-V functional and the def2-TZVPD basis) on a structure of composition C26H43ClF6N4ORe at a distorted geometry.

calculated total energy: -66619.746 eV
⟨S²⟩: 3.991
relative energy (zero: lowest compared OMol25 entry of this formula, charge and spin): 161.8 kJ/mol
lowest unoccupied orbital energy (alpha / beta): 4.28 / 4.27 eV
highest occupied orbital energy (alpha / beta): 2.895 / 0.858 eV
2S+1: 4
total charge: -2

XYZ file:
```
82
Properties=species:S:1:pos:R:3:forces:R:3
Re -0.722681 -0.652526 -0.274755 -2.26 0.11 -3.08
Cl -0.586960 1.387324 -1.213879 -0.55 1.18 -1.73
C -2.980069 -4.037102 -0.378764 -0.04 -1.44 0.17
C -1.730392 -2.260192 -1.012595 1.34 2.94 2.19
N -2.915626 -2.673387 -0.389548 -0.80 0.20 -0.46
H -1.420353 -5.518547 -0.953699 -0.27 -0.12 0.06
N -1.056331 -3.448873 -1.240593 0.56 -0.49 -0.63
H -3.852075 -4.581779 -0.035844 0.47 0.01 -0.01
C -4.014635 -1.744254 -0.032651 1.54 -0.40 -0.61
C -5.070682 -2.595454 0.658973 -0.43 0.27 0.14
C -3.471671 -0.640939 0.871221 -0.31 0.72 0.38
H -4.644916 -3.101298 1.533400 -0.01 0.07 -0.18
H -5.912298 -1.999332 1.010812 0.04 0.27 -0.02
H -5.491445 -3.342996 -0.018088 0.07 0.03 0.00
H -5.236083 -0.312327 -1.015039 -0.18 0.10 -0.08
H -4.925399 -1.718877 -2.035813 0.18 -0.03 0.13
H -2.675934 0.023710 0.373096 -0.99 -0.90 0.63
C -4.474296 -1.039444 -1.300565 -0.63 0.32 -0.44
H -3.133883 -1.018549 1.836534 0.35 -0.10 -0.13
H -4.321137 0.007607 1.100323 -0.14 0.25 0.04
H -3.655794 -0.468570 -1.781196 -0.20 -0.53 0.37
C -1.800600 -4.517217 -0.851134 -1.00 -0.51 0.00
C 1.178012 -4.377164 -0.966019 0.39 -0.34 0.37
H 0.976299 -5.453720 -1.037603 -0.12 0.11 0.20
H 2.220635 -4.246006 -1.288004 -0.17 0.05 0.13
C 0.261563 -3.575774 -1.873314 -0.84 -0.23 0.57
H 1.853551 -2.190637 -2.274441 0.41 -0.10 -0.10
C 0.071129 -4.354776 -3.178750 0.41 0.02 -0.69
H -0.587876 -3.835161 -3.892861 0.14 -0.12 0.33
H 1.065031 -4.031726 0.069701 0.09 -0.24 -0.47
H 0.789509 -1.622967 -0.940651 0.75 -0.84 -1.66
H -0.324541 -5.372714 -2.989787 0.01 0.58 0.03
H 1.044138 -4.509733 -3.668205 -0.12 0.13 0.03
C 0.810719 -2.176314 -1.983969 0.35 0.58 0.12
H 0.271304 -1.590122 -2.722825 -0.09 0.16 0.11
C 1.858973 5.133211 0.283573 0.21 0.89 -0.36
N 1.093604 4.021623 0.591699 0.28 0.59 -0.09
H 3.677787 5.309255 -0.901021 -0.21 -0.29 0.33
N 2.790856 3.328013 -0.533816 -0.21 0.83 0.16
H 1.583685 6.164465 0.500428 0.23 -0.60 0.01
C -0.261984 4.251950 1.157955 0.35 -0.22 -0.24
C -0.207011 5.482101 2.048549 -0.46 0.43 0.42
C -1.225762 4.459784 -0.000021 -0.30 0.07 -0.26
H -0.064449 6.407234 1.478620 0.08 -0.18 0.22
H -1.172658 5.607319 2.560504 0.16 -0.18 -0.12
H 0.560388 5.385093 2.828289 -0.05 0.09 -0.27
H -1.804615 3.276619 2.209266 -0.08 -0.04 0.07
H -0.220218 2.940619 2.890445 0.20 -0.12 -0.05
H -1.292589 3.535279 -0.584843 0.03 0.38 0.06
C -0.763396 3.073485 1.954574 -0.09 -0.39 0.11
H -0.929800 5.293679 -0.644285 0.09 -0.09 0.06
H -2.217935 4.675428 0.402623 -0.08 0.08 -0.02
H -0.742252 2.169616 1.342596 0.14 -0.02 0.18
C 2.914941 4.704866 -0.422366 -0.04 0.61 -0.13
C 2.980558 2.658710 -2.856656 -0.07 0.03 -0.48
H 2.821562 3.679845 -3.218436 -0.12 -0.07 0.17
H 3.625304 2.159634 -3.585715 -0.06 -0.02 -0.05
C 3.668249 2.628054 -1.500631 -0.27 0.02 0.21
H 4.372865 0.708033 -1.996871 -0.06 -0.08 0.09
C 5.014743 3.343480 -1.538048 0.55 -0.09 -0.49
H 5.468060 3.400615 -0.537698 -0.20 0.15 -0.21
H 2.023303 2.116464 -2.805741 0.21 0.25 0.01
H 2.929925 0.676156 -0.949277 0.16 0.07 0.11
H 4.956387 4.340821 -1.992875 0.09 -0.20 0.23
H 5.720821 2.785706 -2.173806 -0.29 -0.01 0.17
C 3.883332 1.180566 -1.139081 0.05 -0.50 0.14
H 4.564895 1.069339 -0.294065 -0.22 0.00 0.20
C 1.638837 2.891326 0.065494 0.45 -0.75 0.45
C 0.111766 -0.716061 3.440013 -0.03 0.48 0.03
C 0.408472 -1.844064 2.489443 -1.02 -0.51 -2.13
O -0.051255 -1.625243 1.160967 2.45 -2.59 5.66
C 1.975693 -2.051257 2.325554 -0.33 0.48 -0.81
F 2.699565 -2.073976 3.479165 -0.61 -0.07 -0.55
F 2.259506 -3.189277 1.642693 0.07 0.62 0.70
F 2.445508 -1.004664 1.575058 -0.27 -1.16 1.03
C -0.444166 -3.084912 2.964672 -0.24 0.51 -1.23
F -0.076265 -3.580011 4.162924 -0.10 -0.09 -0.20
F -1.773974 -2.701658 3.068144 1.44 -0.53 0.18
F -0.416239 -4.065453 2.040054 0.05 0.15 0.98
H 0.617511 0.168900 3.044692 -0.04 0.05 0.29
H 0.432759 -0.953026 4.470670 -0.12 0.21 -0.45
H -0.971498 -0.547851 3.393115 0.35 0.11 0.17
```
Positions in Å, forces in eV/Å.


(2)
ORCA calculation (the ωB97M-V functional and the def2-TZVPD basis) on a cluster of 3 separate species, C26H43F3IN2O7P in total at a distorted geometry.

calculated total energy: -70510.496 eV
⟨S²⟩: 2.008
lowest unoccupied orbital energy (alpha / beta): -0.95 / -0.96 eV
highest occupied orbital energy (alpha / beta): -8.642 / -8.805 eV
2S+1: 3
total charge: 0

XYZ file:
```
83
Properties=species:S:1:pos:R:3:forces:R:3
O -0.596165 7.505710 -0.169352 2.77 3.50 -0.36
C -1.327451 6.630502 -0.057200 -2.08 -3.36 0.13
O -2.664534 6.780882 0.201636 0.34 -0.30 0.05
C -3.209151 5.505115 0.274565 3.53 -0.33 -0.94
O -4.316921 5.324186 0.496689 -4.04 -0.54 0.84
C -2.122172 4.466296 -0.009210 -1.12 0.42 0.25
P -2.322892 2.630324 -0.119717 0.53 -0.62 -0.67
O -3.170497 2.449921 -1.552076 0.26 0.51 0.62
I -3.908771 1.886306 1.586559 0.02 0.45 -0.23
C -0.993905 5.150135 -0.194666 0.34 -0.26 -0.26
C 0.434926 4.743130 -0.492721 0.38 0.54 0.55
C 1.019226 3.705324 0.509842 -0.52 0.12 0.35
O 0.794329 2.347893 0.182208 0.45 0.01 -0.07
C 1.401965 1.967865 -1.035661 -0.63 0.69 -0.03
C 1.759276 0.457427 -1.009446 -1.05 2.02 0.33
F 3.056343 0.281541 -1.213618 0.62 -0.49 -0.16
F 1.062776 -0.173299 -1.952686 0.11 -0.55 -0.59
F 1.406768 -0.052677 0.152094 0.25 -0.72 0.57
H -2.654546 1.843893 -2.104101 -0.22 0.06 0.15
H 1.038128 5.659310 -0.362588 -0.24 -0.26 -0.13
H 0.576801 4.463109 -1.547754 -0.19 -0.08 0.34
H 2.092781 3.859132 0.717637 -0.24 0.13 -0.44
H 0.498447 3.869154 1.467646 0.24 -0.19 -0.26
H 2.272485 2.618897 -1.221923 0.02 -0.57 -0.09
H 0.663744 2.132407 -1.844467 0.44 -0.21 0.06
C 5.822486 1.224704 -3.856989 0.23 0.14 0.24
C 5.489289 -0.165954 -4.472144 -0.55 1.76 1.09
C 5.395566 -1.267456 -3.399653 0.30 -0.57 0.06
C 6.721804 -1.854394 -2.917722 0.04 0.08 -0.06
C 7.630061 -2.192592 -4.098393 -0.48 -0.19 0.22
C 7.818839 -0.993251 -5.029532 1.96 0.64 0.45
N 6.513038 -0.462248 -5.515777 -1.08 -2.50 0.06
O 6.009021 -1.311670 -6.361858 0.20 0.59 -0.50
C 8.628267 0.081099 -4.275467 -0.25 0.30 0.36
C 8.731842 -1.379217 -6.197411 -0.43 -0.21 -0.51
C 4.070312 -0.000430 -5.033317 0.04 -0.43 -0.67
H 6.609991 1.740035 -4.405280 0.05 -0.14 0.01
H 4.968396 1.902965 -3.898149 -0.10 -0.21 0.05
H 6.124632 1.152492 -2.809774 0.06 0.02 -0.04
H 4.808658 -2.100413 -3.799659 -0.02 0.11 -0.19
H 4.836153 -0.893561 -2.539585 -0.04 0.15 -0.15
H 7.218421 -1.166233 -2.229091 0.06 0.02 -0.05
H 6.525940 -2.764820 -2.345652 -0.04 0.07 0.03
H 8.599380 -2.533344 -3.725931 0.08 0.16 -0.13
H 7.207100 -3.039258 -4.648972 -0.07 0.15 -0.13
H 8.798296 0.961743 -4.896627 -0.03 -0.04 -0.05
H 9.602611 -0.314428 -3.983782 -0.04 -0.14 -0.18
H 8.161108 0.413608 -3.349764 -0.04 0.01 -0.09
H 8.330509 -2.200258 -6.791382 -0.13 0.10 0.02
H 9.705399 -1.703437 -5.827302 -0.08 0.09 0.20
H 8.897719 -0.526459 -6.859704 -0.07 -0.03 0.02
H 4.039403 0.722535 -5.850797 0.07 -0.02 0.00
H 3.407842 0.358299 -4.242969 0.22 0.02 0.11
H 3.648000 -0.941184 -5.387069 0.16 0.03 -0.13
C -7.186657 -0.728909 6.007461 0.02 -0.12 0.32
C -7.158156 -1.268621 4.547782 -0.93 1.12 1.57
C -8.103104 -2.470442 4.353928 0.13 -0.57 -0.24
C -7.570761 -3.827112 4.813035 0.06 0.05 0.05
C -6.145804 -4.051738 4.312082 -0.51 0.04 -0.23
C -5.220826 -2.894995 4.695078 1.17 -0.81 1.58
N -5.741144 -1.586515 4.204073 -1.14 -1.25 -2.17
O -5.609248 -1.547364 2.910777 0.58 0.55 0.20
C -5.046640 -2.902684 6.227254 -0.39 0.19 0.30
C -3.807079 -3.163227 4.169583 0.03 0.31 -0.63
C -7.748513 -0.126974 3.708614 0.44 -0.06 -0.66
H -6.186449 -0.555559 6.402296 0.01 -0.14 -0.07
H -7.681075 0.241387 6.072856 -0.14 -0.12 -0.15
H -7.711694 -1.402778 6.687929 0.08 0.00 0.02
H -8.337086 -2.566309 3.288941 0.13 0.16 -0.04
H -9.055201 -2.271110 4.852541 0.09 0.21 0.01
H -7.618495 -3.909786 5.901676 0.08 0.00 0.01
H -8.215359 -4.618259 4.421585 -0.04 0.06 0.05
H -5.760497 -4.989502 4.720120 0.17 0.13 0.07
H -6.161340 -4.182761 3.225089 0.06 0.20 0.00
H -4.388534 -2.097918 6.558096 0.01 0.01 -0.07
H -4.608382 -3.847355 6.553521 0.08 0.00 -0.22
H -5.982670 -2.812069 6.776105 0.03 0.07 -0.06
H -3.774438 -3.268938 3.085209 -0.10 0.14 0.02
H -3.415480 -4.090793 4.589395 -0.18 0.03 0.14
H -3.126458 -2.358061 4.455803 -0.06 0.01 -0.04
H -7.114300 0.761574 3.729174 0.03 -0.05 0.02
H -8.725188 0.150028 4.109163 0.09 -0.13 0.18
H -7.910491 -0.412563 2.668896 0.22 0.00 0.02
```
Positions in Å, forces in eV/Å.